Record 1
Computed, not measured: C38H36O5PtS6 as an isolated structure at a distorted geometry, with wB97M-V/def2-TZVPD.

Properties
- Net charge: -2
- ΔE to the lowest compared entry with this formula, charge and spin: 16.0 kcal/mol
- HOMO energy: -0.71 eV
- E_LUMO: 0.14227 Eh
- Max |F|: 2.4 eV/A

Last column: Mulliken charge in e.
CARTESIAN COORDINATES (ANGSTROEM)
Pt (-2.117386, 0.485754, 0.317268)  2.29
C (4.399116, 0.322978, 1.024870)  -1.96
C (3.563241, 0.016799, -0.212008)  1.22
C (4.421751, -0.311995, -1.424279)  -1.90
O (2.704160, -1.072463, 0.067809)  -0.34
C (1.345863, -0.675608, -0.153341)  -1.13
C (1.392388, 0.854229, -0.115908)  -1.43
O (2.743641, 1.114317, -0.526979)  -0.26
C (0.438576, 1.623123, -1.069461)  2.41
O (-0.825237, 1.770843, -0.542585)  -0.86
C (0.882977, 3.095314, -1.201472)  -0.44
C (1.683621, 3.744416, -0.269825)  -0.10
C (1.873777, 5.119202, -0.332795)  -0.88
C (1.251947, 5.873595, -1.313380)  -0.48
C (0.438796, 5.236598, -2.241225)  -0.82
C (0.262657, 3.864604, -2.184575)  -0.18
C (0.446384, 0.961945, -2.455342)  -0.42
C (1.554716, 1.044627, -3.295558)  -0.19
C (1.555873, 0.423598, -4.535592)  -0.97
C (0.439122, -0.283801, -4.963267)  -0.50
C (-0.675598, -0.351729, -4.140287)  -0.82
C (-0.673510, 0.268807, -2.898031)  -0.20
C (0.391689, -1.377748, 0.826360)  2.33
O (-0.888185, -1.197521, 0.334034)  -0.93
C (0.599864, -0.934589, 2.278700)  -0.25
C (-0.467820, -0.480901, 3.039308)  -0.30
C (-0.300275, -0.146678, 4.378249)  -0.96
C (0.936653, -0.280423, 4.984388)  -0.54
C (2.007989, -0.762173, 4.240390)  -1.06
C (1.837671, -1.092610, 2.906254)  -0.42
C (0.597596, -2.910607, 0.764186)  -0.48
C (1.025452, -3.550542, -0.397000)  -0.77
C (1.057699, -4.934767, -0.484480)  -0.84
C (0.655248, -5.718309, 0.588169)  -0.57
C (0.222503, -5.095515, 1.749323)  -0.98
C (0.198353, -3.710291, 1.832825)  -0.05
H (4.889185, -0.584101, 1.382237)  0.36
H (3.753722, 0.709009, 1.812770)  0.42
H (5.157715, 1.070220, 0.788083)  0.44
H (5.010266, -1.208785, -1.225872)  0.38
H (5.093234, 0.517146, -1.651131)  0.36
H (3.773508, -0.491033, -2.281092)  0.43
H (1.033888, -0.992649, -1.153190)  1.41
H (1.200246, 1.231066, 0.897207)  1.32
H (2.151360, 3.188405, 0.528653)  0.30
H (2.485349, 5.605170, 0.417986)  0.34
H (1.358272, 6.950701, -1.331098)  0.38
H (-0.087950, 5.818058, -2.988015)  0.34
H (-0.404646, 3.378323, -2.886381)  0.34
H (2.419231, 1.607151, -2.968298)  0.54
H (2.428036, 0.500269, -5.175490)  0.39
H (0.435129, -0.765685, -5.934632)  0.36
H (-1.557981, -0.889229, -4.468369)  0.41
H (-1.537584, 0.224486, -2.245089)  0.26
H (-1.445728, -0.371565, 2.589057)  0.83
H (-1.147767, 0.235601, 4.931994)  0.48
H (1.068334, -0.016125, 6.027114)  0.36
H (2.981577, -0.885219, 4.702538)  0.38
H (2.667550, -1.497359, 2.343793)  0.68
H (1.341708, -2.967723, -1.250227)  0.22
H (1.397462, -5.402458, -1.401383)  0.40
H (0.684276, -6.799657, 0.521230)  0.38
H (-0.098996, -5.687994, 2.598265)  0.42
H (-0.138670, -3.238753, 2.747876)  0.50
S (-1.947042, 7.714032, -0.303102)  -0.37
C (-2.092981, 6.104429, 0.169660)  0.08
S (-3.134930, 4.982374, -0.578157)  -0.16
C (-2.820814, 3.603556, 0.433029)  0.09
C (-1.878075, 3.769007, 1.407451)  0.08
S (-1.278636, 2.594540, 2.512914)  -0.35
S (-1.208034, 5.387091, 1.442385)  -0.12
S (-3.712129, 2.131894, 0.099085)  -0.68
O (-4.202380, -1.096246, 2.144006)  -0.78
S (-3.693996, -1.163184, 0.748338)  0.81
C (-5.183777, -1.553687, -0.216331)  -0.96
C (-5.298036, -3.090156, -0.244427)  -0.58
C (-4.303061, -3.654029, 0.783484)  -0.88
C (-3.048066, -2.827681, 0.568143)  0.04
H (-5.101114, -1.103841, -1.204112)  0.34
H (-5.969940, -1.050917, 0.341768)  0.45
H (-5.017136, -3.446425, -1.238522)  0.31
H (-6.321868, -3.413789, -0.051520)  0.35
H (-4.128894, -4.724376, 0.666255)  0.42
H (-4.668931, -3.469405, 1.794912)  0.37
H (-2.654134, -2.922723, -0.445426)  0.26
H (-2.228049, -2.940247, 1.266876)  -0.36

Cartesian forces (eV/Å) of the 2 atoms listed first:
Pt -0.9004 -1.4852 -1.5906
C -0.0103 -0.0032 -0.0227

Record 2
Computed, not measured: C38H37As2IN2O2PRu as an isolated structure at a distorted geometry, with wB97M-V/def2-TZVPD.

Properties
- Net charge: +2
- ΔE to the lowest compared entry with this formula, charge and spin: 34.4 kcal/mol
- HOMO energy (alpha / beta): -13.31 / -13.43 eV
- E_LUMO (alpha / beta): -0.21011 / -0.23074 Eh
- Multiplicity: 2
- Max |F|: 1.1 eV/A

Last column: Mulliken spin population.
CARTESIAN COORDINATES (ANGSTROEM)
Ru (0.572154, 0.218081, -0.130977)  0.80
I (1.151601, 2.260447, -1.789642)  -0.01
C (0.283522, 3.969682, -0.985520)  0.01
C (1.123680, 5.045012, -0.924307)  0.00
C (0.608674, 6.315339, -0.600529)  0.00
C (-0.732499, 6.454375, -0.416529)  0.00
C (-1.609381, 5.342422, -0.491603)  0.00
C (-3.002350, 5.555852, -0.375514)  0.00
C (-3.876104, 4.517096, -0.478881)  0.00
C (-3.376654, 3.210489, -0.603513)  0.00
C (-2.029227, 2.933528, -0.693276)  -0.03
P (-1.666932, 1.133838, -0.556277)  0.09
C (-2.871148, 0.642368, 0.713083)  -0.01
C (-2.729125, 1.221811, 1.971955)  0.00
C (-3.640353, 0.939071, 2.974262)  0.00
C (-4.699067, 0.070989, 2.726988)  0.00
C (-4.846476, -0.499143, 1.472874)  0.00
C (-3.936902, -0.209816, 0.461580)  0.00
C (-2.102465, 0.395603, -2.143020)  -0.06
C (-2.169426, -0.994863, -2.271598)  0.03
C (-2.456026, -1.563804, -3.500772)  0.00
C (-2.662944, -0.755316, -4.611546)  0.01
C (-2.583958, 0.624221, -4.492855)  0.00
C (-2.305192, 1.201989, -3.262687)  0.01
C (-1.107381, 4.029528, -0.719939)  0.01
H (2.176135, 4.941030, -1.151605)  0.00
H (1.274571, 7.164686, -0.543745)  0.00
H (-1.161262, 7.428900, -0.220948)  0.00
H (-3.358531, 6.566666, -0.221596)  0.00
H (-4.943297, 4.679310, -0.420167)  0.00
H (-4.089562, 2.396014, -0.585948)  0.00
H (-1.915461, 1.915450, 2.164471)  0.00
H (-3.533935, 1.399987, 3.947790)  0.00
H (-5.412383, -0.149041, 3.509693)  0.00
H (-5.675847, -1.164041, 1.272420)  0.00
H (-4.075490, -0.646811, -0.519186)  0.00
H (-2.018196, -1.632719, -1.409842)  0.01
H (-2.520885, -2.639850, -3.592850)  0.00
H (-2.890986, -1.203223, -5.569395)  0.00
H (-2.746484, 1.253816, -5.357203)  0.00
H (-2.255635, 2.279822, -3.177286)  0.00
O (-0.680960, -1.121193, 0.732105)  -0.02
N (-0.531113, -2.401078, 0.516492)  0.00
N (0.288485, -2.677426, -0.390609)  0.00
O (0.970509, -1.754710, -1.037223)  0.10
C (0.497691, -4.067448, -0.746142)  0.01
C (-0.552319, -4.960158, -0.614411)  0.00
C (-0.325322, -6.285522, -0.948859)  0.00
C (0.922588, -6.690995, -1.403715)  0.00
C (1.957208, -5.773487, -1.523892)  0.00
C (1.750740, -4.443383, -1.193251)  -0.01
H (-1.519402, -4.629062, -0.263718)  0.00
H (-1.129995, -7.002020, -0.859214)  0.00
H (1.088423, -7.726914, -1.665713)  0.00
H (2.929013, -6.093510, -1.873845)  0.00
H (2.545706, -3.716857, -1.262107)  -0.01
C (0.058450, -0.584477, 3.389118)  0.00
As (1.311869, 0.171102, 2.136755)  0.06
C (1.926804, 1.782978, 3.004689)  0.01
C (2.801665, -1.078818, 2.221548)  -0.01
C (3.133718, -1.768673, 3.382223)  0.00
C (4.186228, -2.674570, 3.360094)  0.00
C (4.909522, -2.884893, 2.191731)  0.00
C (4.592291, -2.184145, 1.035853)  0.00
C (3.532473, -1.287160, 1.058867)  0.00
As (3.030263, -0.148584, -0.397061)  0.04
C (3.638347, -0.927844, -2.045370)  0.00
C (4.245145, 1.341930, -0.141400)  0.00
H (0.371753, -0.313224, 4.396747)  0.00
H (0.054453, -1.665288, 3.271890)  0.00
H (-0.936222, -0.199889, 3.188159)  0.00
H (1.066735, 2.371500, 3.320572)  0.00
H (2.535678, 2.375890, 2.327501)  0.00
H (2.515371, 1.495550, 3.875294)  0.00
H (2.575477, -1.624149, 4.299281)  0.00
H (4.440212, -3.222350, 4.257474)  0.00
H (5.726180, -3.594171, 2.182222)  0.00
H (5.172412, -2.346115, 0.135142)  0.00
H (4.726292, -0.959261, -2.004313)  0.00
H (3.331430, -0.308496, -2.887074)  0.00
H (3.217302, -1.919440, -2.164704)  0.00
H (4.313895, 1.954339, -1.038151)  0.00
H (5.228049, 0.937240, 0.095977)  0.00
H (3.894144, 1.956020, 0.684654)  0.00

Cartesian forces (eV/Å) of the 2 atoms listed first:
Ru -0.0013 -0.2451 -1.0975
I 0.1214 -0.1666 -0.1637

Record 3
Computed, not measured: C38H37Br2N9OPbS as an isolated structure at a distorted geometry, with wB97M-V/def2-TZVPD.

Properties
- Net charge: -2
- ΔE to the lowest compared entry with this formula, charge and spin: 28.4 kcal/mol
- HOMO energy: 0.47 eV
- E_LUMO: 0.12688 Eh
- Max |F|: 2.1 eV/A

Last column: Mulliken charge in e.
CARTESIAN COORDINATES (ANGSTROEM)
Pb (-0.091574, -0.076773, 0.419501)  2.43
N (0.108373, -5.064781, -0.494547)  -0.50
C (0.265897, -3.783987, 0.002627)  0.40
S (-1.131475, -2.975339, 0.519762)  -0.38
N (1.530806, -3.395055, 0.040872)  -1.61
N (1.770826, -2.111875, 0.334105)  1.30
C (3.000563, -1.804262, 0.546969)  -1.61
C (3.408211, -0.429229, 0.764770)  1.33
C (4.762163, -0.102087, 0.926835)  -0.99
C (5.122582, 1.221245, 1.089147)  -0.34
C (4.139888, 2.201202, 1.064208)  -1.06
C (2.822790, 1.796472, 0.899815)  -0.61
N (2.468151, 0.529882, 0.775369)  0.62
H (-0.729530, -5.531109, -0.197519)  0.25
H (0.953455, -5.615911, -0.512931)  0.25
H (3.772956, -2.576201, 0.528444)  0.10
H (5.510725, -0.885300, 0.915137)  0.42
H (6.161065, 1.495248, 1.235662)  0.38
H (4.386987, 3.247493, 1.176933)  0.46
H (2.015900, 2.518737, 0.870344)  0.47
O (0.672833, 1.989450, -1.588524)  -0.11
C (0.395458, 3.206994, -1.759439)  0.04
C (1.344293, 4.066401, -2.416021)  -0.73
C (1.124891, 5.398217, -2.646567)  -0.38
C (-0.082757, 5.987238, -2.261714)  -0.93
C (-1.030187, 5.199350, -1.638503)  -0.96
C (-0.835556, 3.841230, -1.355935)  0.97
C (-1.865889, 3.135682, -0.593291)  -0.75
N (-1.826981, 1.969317, 0.045649)  1.20
C (-2.993599, 1.861325, 0.750686)  -0.18
C (-3.785747, 2.940126, 0.529499)  -1.20
N (-3.069825, 3.741061, -0.326212)  -0.02
H (2.280565, 3.598830, -2.702485)  0.37
H (1.889860, 6.005585, -3.121392)  0.39
H (-0.262803, 7.044641, -2.414281)  0.34
H (-1.954327, 5.682187, -1.337427)  0.18
H (-3.150308, 1.033089, 1.422109)  0.14
H (-4.763474, 3.206672, 0.890662)  0.46
H (-3.360163, 4.631181, -0.678102)  0.14
Br (1.312325, -1.373266, -6.831558)  -0.24
C (0.915975, -1.167127, -4.963189)  -0.22
C (1.943288, -0.895793, -4.083282)  -0.86
C (1.578137, -0.796629, -2.744824)  -0.31
N (0.342405, -0.907378, -2.305315)  0.60
C (-0.656259, -1.113381, -3.172188)  0.67
C (-0.382302, -1.298163, -4.540657)  -0.84
C (-2.031795, -1.123330, -2.659777)  0.30
C (-3.127464, -1.402166, -3.498021)  -0.68
C (-4.383356, -1.422520, -2.950804)  -0.32
Br (-5.897971, -1.748192, -4.083507)  -0.23
C (-4.586358, -1.208498, -1.601217)  -0.89
C (-3.443455, -0.941551, -0.860924)  -0.11
N (-2.224942, -0.873023, -1.359323)  0.73
H (2.962721, -0.764784, -4.411949)  0.45
H (2.337454, -0.617497, -1.992140)  0.21
H (-1.161803, -1.534939, -5.247475)  0.44
H (-2.989091, -1.595414, -4.550229)  0.43
H (-5.563230, -1.246200, -1.144924)  0.47
H (-3.533704, -0.787112, 0.207866)  -0.02
C (-2.770846, -1.521779, 3.282718)  -0.98
C (-1.649538, -1.508824, 4.329916)  0.37
C (-0.411370, -2.266662, 3.842161)  -1.44
C (-1.360480, -0.081815, 4.758456)  0.17
C (-1.792508, 0.262370, 6.022949)  -0.46
C (-1.643057, 1.539016, 6.558749)  -1.33
C (-0.982017, 2.477143, 5.772538)  -0.69
C (-0.509843, 2.212833, 4.500563)  0.49
C (0.290797, 3.343493, 3.871154)  0.55
C (1.788072, 3.022824, 3.956296)  -1.31
C (-0.108081, 3.700481, 2.445110)  -1.05
C (-0.723092, 0.897970, 3.848330)  0.05
N (-0.391396, 0.621742, 2.608744)  -0.53
H (-2.985797, -2.540430, 2.944231)  0.46
H (-2.446986, -0.939120, 2.419480)  -0.24
H (-3.680313, -1.078126, 3.699066)  0.42
H (-2.023296, -2.036709, 5.218856)  0.49
H (0.042672, -1.725125, 3.017879)  -0.05
H (-0.685796, -3.266440, 3.490255)  0.38
H (0.319215, -2.357049, 4.651964)  0.44
H (-2.267892, -0.509192, 6.630688)  0.22
H (-2.014595, 1.781477, 7.549330)  0.28
H (-0.821778, 3.476521, 6.180561)  0.22
H (0.116349, 4.240421, 4.482972)  0.42
H (1.986579, 2.070271, 3.465086)  0.08
H (2.099901, 2.954534, 5.001341)  0.44
H (2.382266, 3.804126, 3.464364)  0.34
H (0.040401, 2.837116, 1.808735)  -0.51
H (0.481453, 4.547849, 2.068000)  0.53
H (-1.168830, 3.965596, 2.414331)  0.34

Cartesian forces (eV/Å) of the 2 atoms listed first:
Pb -0.3919 1.1215 1.7809
N 0.2093 -0.0677 -0.1185

Q: Among the records above, which one has the highest max |F|?
A: C38H36O5PtS6